A | Formula: C2H8N5O
Source: the OMol25 dataset
Level of theory: ωB97M-V/def2-TZVPD

Calculated values
SMILES: [H]/N=[N+](\N)[C@@H]1O[C@H]1NN
net charge: +1

Each line ends with the Löwdin charge.
CARTESIAN COORDINATES (ANGSTROEM)
H  -3.167  1.552  0.189  0.16
N  -2.313  1.270  -0.450  0.23
N  -1.774  0.177  -0.105  -0.23
N  -2.172  -0.633  0.890  0.15
C  -0.517  -0.115  -0.722  -0.20
O  0.049  -1.373  -0.647  0.08
C  0.739  -0.421  0.099  -0.26
N  2.053  -0.193  -0.351  -0.05
N  2.950  0.777  0.298  0.07
H  -2.056  -1.699  0.759  0.19
H  -3.132  -0.537  1.394  0.19
H  -0.495  0.421  -1.681  0.18
H  0.699  -0.297  1.174  0.16
H  2.147  -0.388  -1.416  0.19
H  3.568  1.084  -0.448  0.09
H  3.421  0.376  1.018  0.04



B | Formula: C2H8N5O
Source: the OMol25 dataset
Level of theory: ωB97M-V/def2-TZVPD

Calculated values
net charge: +1

Each line ends with the Löwdin charge.
CARTESIAN COORDINATES (ANGSTROEM)
C  0.151  -0.993  0.324  -0.40
C  -0.326  1.645  -0.336  0.02
N  1.123  -0.835  1.239  0.06
N  -0.248  -0.214  -0.656  -0.05
N  -1.339  2.061  -0.845  0.17
N  -1.197  -0.604  -1.620  0.03
N  1.864  0.422  1.398  0.08
O  -0.441  -2.149  0.612  0.12
H  0.545  1.674  0.200  0.05
H  1.340  -1.635  1.782  0.15
H  -2.207  -0.711  -1.364  0.12
H  -1.956  2.966  -0.955  0.19
H  -1.107  -2.652  0.051  0.18
H  -1.146  0.100  -2.385  0.10
H  2.238  0.637  0.545  0.04
H  2.706  0.289  2.009  0.14



Energy ordering: B at the bottom, the next structure 1.558 eV above.



A | Formula: C4HNO2
Source: the OMol25 dataset
Level of theory: ωB97M-V/def2-TZVPD

Calculated values
SMILES: C#CC(=O)N=C=O
net charge: 0

Each line ends with the Löwdin charge.
CARTESIAN COORDINATES (ANGSTROEM)
C  -0.164  2.276  0.582  0.15
C  0.281  1.243  0.113  -0.01
C  0.437  -0.027  -0.634  -0.48
O  0.935  -0.055  -1.741  0.12
N  -0.110  -1.044  0.098  0.22
C  -0.251  -2.235  0.102  -0.26
O  -0.542  -3.285  0.441  0.23
H  -0.587  3.127  1.038  0.03



B | Formula: C4HNO2
Source: the OMol25 dataset
Level of theory: ωB97M-V/def2-TZVPD

Calculated values
net charge: 0

Each line ends with the Löwdin charge.
CARTESIAN COORDINATES (ANGSTROEM)
C  -0.388  0.487  0.004  0.00
C  -1.625  0.930  -0.056  -0.08
C  3.096  0.478  -0.172  0.09
C  1.923  0.855  0.008  -0.26
N  0.727  1.341  0.045  -0.27
O  -2.696  1.341  -0.093  0.28
O  0.660  2.550  0.065  0.10
H  -0.176  -0.572  0.017  0.15



C | Formula: C4HNO2
Source: the OMol25 dataset
Level of theory: ωB97M-V/def2-TZVPD

Calculated values
net charge: 0

Each line ends with the Löwdin charge.
CARTESIAN COORDINATES (ANGSTROEM)
C  -0.038  1.433  0.198  -0.41
C  1.299  -0.834  -0.378  0.10
C  -0.579  0.262  0.489  -0.09
C  -1.703  -0.366  0.314  -0.20
N  0.510  2.402  -0.098  0.14
O  -2.605  -1.098  0.404  0.17
O  1.518  -1.967  -0.224  0.19
H  1.599  0.166  -0.704  0.11



Energy ordering: A at the bottom, the next structure 1.816 eV above.



A | Formula: C2H6O
Source: the OMol25 dataset
Level of theory: ωB97M-V/def2-TZVPD

Calculated values
SMILES: C=C.O
net charge: 0

Each line ends with the Löwdin charge.
CARTESIAN COORDINATES (ANGSTROEM)
C  0.717  -1.802  -0.255  -0.08
C  1.079  -0.702  0.353  -0.10
H  1.519  -2.052  -0.950  0.05
H  -0.154  -2.360  -0.028  0.04
H  0.478  -0.132  1.087  0.06
H  1.947  -0.198  0.012  0.03
O  -1.499  2.296  -0.049  -0.08
H  -2.325  1.800  0.195  0.06
H  -1.762  3.151  -0.364  0.01



B | Formula: C2H6O
Source: the OMol25 dataset
Level of theory: ωB97M-V/def2-TZVPD

Calculated values
SMILES: COC
net charge: 0

Each line ends with the Löwdin charge.
CARTESIAN COORDINATES (ANGSTROEM)
C  0.467  -0.880  0.631  -0.14
O  0.334  0.483  0.433  -0.27
C  -0.482  0.927  -0.618  -0.13
H  -0.418  -1.400  0.875  0.07
H  1.167  -0.973  1.451  0.08
H  1.049  -1.257  -0.247  0.10
H  -0.313  0.263  -1.520  0.09
H  -0.289  2.074  -0.712  0.12
H  -1.516  0.762  -0.294  0.07



Energy ordering: B at the bottom, the next structure 0.082 eV above.



A | Formula: C12H10
Source: the OMol25 dataset
Level of theory: ωB97M-V/def2-TZVPD

Calculated values
net charge: 0

Each line ends with the Löwdin charge.
CARTESIAN COORDINATES (ANGSTROEM)
C  3.411  -1.109  -0.385  -0.09
C  3.119  0.218  -0.138  -0.09
C  1.754  0.708  0.048  -0.03
C  0.672  -0.202  -0.107  -0.18
C  1.011  -1.591  -0.238  -0.06
C  2.280  -2.000  -0.465  -0.09
C  -0.706  0.293  0.029  -0.22
C  -1.013  1.369  0.842  -0.01
C  -2.375  1.789  0.969  -0.06
C  -3.330  1.007  0.394  -0.15
C  -3.086  0.000  -0.363  -0.16
C  -1.792  -0.431  -0.555  -0.04
H  4.345  -1.493  -0.520  0.06
H  4.005  1.053  -0.123  0.14
H  1.552  1.777  0.141  0.09
H  0.183  -2.297  -0.356  0.10
H  2.519  -3.009  -0.732  0.09
H  -0.073  1.812  1.626  0.19
H  -2.522  2.419  1.625  0.01
H  -4.240  1.604  0.563  0.13
H  -3.799  -0.743  -0.943  0.15
H  -1.631  -1.426  -1.467  0.20



B | Formula: C12H10
Source: the OMol25 dataset
Level of theory: ωB97M-V/def2-TZVPD

Calculated values
SMILES: C1=CC12/C=C\Cc1ccc2cc1
net charge: 0

Each line ends with the Löwdin charge.
CARTESIAN COORDINATES (ANGSTROEM)
C  2.770  -1.079  0.311  0.05
C  2.684  -0.421  1.418  0.04
C  1.482  -0.261  0.509  -0.35
C  0.180  -1.093  0.711  -0.02
C  -1.152  -1.064  0.571  -0.10
C  -2.328  -0.399  -0.139  -0.20
C  -1.941  0.885  -0.815  -0.15
C  -0.869  0.528  -1.733  -0.11
C  0.542  0.526  -1.582  -0.06
C  1.352  0.960  -0.375  -0.09
C  0.271  1.713  0.222  -0.12
C  -1.122  1.736  0.118  -0.07
H  3.262  -1.790  -0.224  0.07
H  2.995  -0.003  2.323  0.09
H  0.448  -2.014  1.320  0.12
H  -1.521  -2.061  0.743  0.09
H  -2.969  -1.062  -0.807  0.13
H  -3.201  -0.055  0.547  0.13
H  -1.177  0.020  -2.674  0.11
H  1.200  0.253  -2.556  0.14
H  0.672  2.404  1.067  0.14
H  -1.576  2.274  1.044  0.13



Energy ordering: A at the bottom, the next structure 7.588 eV above.



A | Formula: C4H6N
Source: the OMol25 dataset
Level of theory: ωB97M-V/def2-TZVPD

Calculated values
net charge: +1

Each line ends with the Löwdin charge.
CARTESIAN COORDINATES (ANGSTROEM)
C  -1.324  0.056  -0.099  -0.26
C  -2.556  -0.390  0.017  0.35
C  -0.408  1.257  0.189  0.09
C  1.030  -0.789  0.116  0.02
N  0.086  0.112  -0.486  -0.05
H  -0.755  2.088  -0.250  0.11
H  0.053  1.221  1.134  0.14
H  1.149  -0.930  1.257  0.17
H  0.702  -1.735  -0.147  0.09
H  1.987  -0.784  -0.239  0.09
H  0.036  -0.106  -1.491  0.23



B | Formula: C4H6N
Source: the OMol25 dataset
Level of theory: ωB97M-V/def2-TZVPD

Calculated values
net charge: +1

Each line ends with the Löwdin charge.
CARTESIAN COORDINATES (ANGSTROEM)
C  1.791  -0.404  0.041  -0.07
C  2.701  -0.027  -0.891  0.24
C  -2.294  -0.140  -0.416  0.01
C  0.924  -0.623  0.876  0.23
N  -1.339  -0.170  0.461  0.02
H  2.941  1.006  -1.017  0.11
H  3.085  -0.771  -1.478  0.07
H  -3.041  0.675  -0.276  0.10
H  -2.284  -0.715  -1.382  0.10
H  0.275  -0.742  1.806  0.12
H  -1.581  0.392  1.249  0.06



C | Formula: C4H6N
Source: the OMol25 dataset
Level of theory: ωB97M-V/def2-TZVPD

Calculated values
SMILES: C=[N+]=C=CC
net charge: +1

Each line ends with the Löwdin charge.
CARTESIAN COORDINATES (ANGSTROEM)
C  -0.159  2.828  -0.025  0.19
N  -0.173  1.562  0.170  0.13
C  -0.060  0.451  -0.247  0.03
C  0.255  -0.777  -0.044  -0.04
C  -0.050  -2.192  -0.090  -0.05
H  0.491  3.528  0.476  0.12
H  -1.010  3.475  -0.315  0.13
H  1.275  -0.928  -0.270  0.14
H  -0.808  -2.817  -0.628  0.13
H  -0.616  -2.373  0.855  0.12
H  0.855  -2.757  0.119  0.10



D | Formula: C4H6N
Source: the OMol25 dataset
Level of theory: ωB97M-V/def2-TZVPD

Calculated values
SMILES: C=C=CC=[NH2+]
net charge: +1

Each line ends with the Löwdin charge.
CARTESIAN COORDINATES (ANGSTROEM)
C  1.970  0.656  -0.226  0.08
C  1.212  -0.274  0.144  -0.07
C  0.174  -1.141  0.074  -0.04
C  -1.092  -0.502  0.130  0.00
N  -1.222  0.859  -0.051  0.18
H  2.323  0.918  -1.185  0.09
H  2.553  0.938  0.849  0.20
H  0.381  -2.249  -0.043  0.16
H  -2.074  -0.976  0.307  0.16
H  -2.229  1.095  -0.199  0.16
H  -0.502  1.436  -0.359  0.09



Energy ordering: D at the bottom, the next structure 2.003 eV above.